Entry 1:
Computed, not measured: 8 unconnected molecules or ions with the total composition C25H47Br16O2, with the ωB97M-V functional and the def2-TZVPD basis.

Results
Total charge = -1
DFT total energy = -42315.3684 Eh
Maximum force = 4.40 eV/Å
E_LUMO = 1.856 eV
HOMO-LUMO gap = 3.8 eV
HOMO = -1.952 eV

Geometry (Å):
C (0.76440, 4.96832, 2.60046)
C (-0.34732, 5.73364, 1.75231)
O (-0.26591, 6.99098, 1.72911)
O (-1.41370, 5.10453, 1.06306)
C (-0.93144, 4.50572, -0.19993)
C (-0.65896, 2.92521, 0.05738)
C (-1.99413, 2.06581, -0.08121)
C (-1.77596, 0.48334, -0.23554)
C (-0.37536, -0.07605, 0.30468)
C (-0.09706, 0.19002, 1.86698)
C (1.47966, 0.20007, 2.18600)
Br (2.37692, 1.90433, 1.58658)
C (2.27675, -1.11586, 1.72288)
C (2.78665, -1.10644, 0.19799)
Br (1.31310, -2.82971, 2.02951)
H (0.42591, 3.93726, 2.96338)
H (1.70823, 4.84134, 1.95383)
H (1.04290, 5.57891, 3.53867)
H (-1.74924, 4.65400, -0.97686)
H (0.05373, 5.00739, -0.49998)
H (0.22560, 2.52814, -0.53893)
H (-0.35235, 2.86387, 1.16577)
H (-2.72349, 2.30625, 0.76083)
H (-2.51201, 2.42383, -1.05372)
H (-2.61588, -0.05113, 0.32044)
H (-1.85661, 0.13337, -1.33360)
H (-0.37224, -1.22620, 0.16046)
H (0.45437, 0.32649, -0.36816)
H (-0.59271, -0.68723, 2.43235)
H (1.54736, 0.22641, 3.33543)
H (3.22587, -1.16479, 2.37495)
H (2.32236, -1.98352, -0.38577)
H (3.91092, -1.28300, 0.17745)
H (2.53506, -0.16725, -0.38738)
Br (1.70919, -3.42975, -3.05185)
C (3.61894, -3.52181, -3.42973)
C (4.29384, -4.57658, -2.58937)
Br (4.55209, -3.96917, -0.75594)
H (4.02080, -2.52100, -3.27342)
H (3.68693, -3.77485, -4.48892)
H (5.29792, -4.78094, -2.96485)
H (3.73428, -5.50917, -2.53769)
Br (5.36005, 5.88856, 0.96863)
C (4.64871, 7.36690, 2.02154)
C (4.97020, 7.19992, 3.48569)
Br (3.80911, 5.87425, 4.31556)
H (3.57915, 7.41625, 1.81782)
H (5.13244, 8.25895, 1.62084)
H (4.77779, 8.12637, 4.02900)
H (5.99660, 6.88380, 3.66941)
Br (2.96751, -1.73136, 5.13713)
C (4.35270, -0.98717, 6.28759)
C (4.83731, 0.34294, 5.76643)
Br (6.03501, 0.11284, 4.24632)
H (5.14152, -1.73523, 6.36096)
H (3.87836, -0.86864, 7.26313)
H (5.43303, 0.85777, 6.52192)
H (4.02997, 0.99783, 5.43890)
Br (-1.18380, 1.72125, -3.97392)
C (-2.70907, 2.03505, -5.14194)
C (-3.58426, 3.13852, -4.60738)
Br (-4.67831, 2.51041, -3.12052)
H (-3.23130, 1.08437, -5.24678)
H (-2.27714, 2.31529, -6.10396)
H (-4.29678, 3.46583, -5.36632)
H (-3.02245, 4.00053, -4.24863)
Br (-5.00238, -0.83917, 2.48767)
C (-5.61421, -2.35652, 1.42862)
C (-4.95667, -2.37690, 0.07149)
Br (-5.75064, -1.05504, -1.12059)
H (-6.70089, -2.29282, 1.38025)
H (-5.33105, -3.23791, 2.00612)
H (-5.12052, -3.33717, -0.42015)
H (-3.88677, -2.17039, 0.10710)
Br (-6.40982, -0.83066, -4.91510)
C (-7.83234, -2.16130, -4.87170)
C (-7.28078, -3.55703, -5.01866)
Br (-6.80140, -3.93830, -6.86928)
H (-8.54223, -1.89308, -5.65345)
H (-8.30701, -2.03618, -3.89719)
H (-8.03945, -4.29855, -4.76370)
H (-6.39011, -3.73370, -4.41651)
Br (3.24506, -8.17107, -1.92172)
C (2.39806, -7.58757, -0.26419)
C (0.89524, -7.58994, -0.38848)
Br (0.26433, -6.05086, -1.40403)
H (2.81008, -6.60710, -0.02400)
H (2.72309, -8.30788, 0.48794)
H (0.42937, -7.49153, 0.59321)
H (0.50528, -8.47934, -0.88277)

Cartesian forces (eV/Å) of the 6 atoms listed first:
C -0.43 -0.57 0.11
C 0.35 3.35 0.34
O -0.53 -4.13 -0.07
O 2.21 0.66 0.31
C 0.73 -1.76 -0.02
C -0.53 0.71 1.18

Need the Mulliken charges? In units of e they are: C -0.48; C 0.39; O -0.59; O -0.33; C -0.55; C 0.61; C 0.00; C 0.23; C 0.13; C -0.99; C -0.12; Br -0.26; C 0.20; C -0.64; Br -0.19; H 0.38; H 0.07; H 0.24; H 0.16; H 0.31; H 0.22; H -0.47; H 0.32; H -0.42; H -0.43; H 0.16; H 0.28; H -0.19; H 0.21; H 0.16; H 0.18; H 0.09; H 0.23; H 0.14; Br -0.16; C -0.67; C -0.26; Br -0.11; H 0.40; H 0.39; H 0.35; H 0.04; Br -0.12; C -0.56; C -0.57; Br -0.09; H 0.32; H 0.34; H 0.33; H 0.36; Br -0.09; C -0.53; C -0.63; Br -0.14; H 0.36; H 0.33; H 0.35; H 0.36; Br -0.11; C -0.44; C -0.63; Br -0.15; H 0.22; H 0.32; H 0.36; H 0.37; Br -0.13; C -0.58; C -0.56; Br -0.08; H 0.35; H 0.36; H 0.36; H 0.28; Br -0.08; C -0.61; C -0.54; Br -0.15; H 0.38; H 0.31; H 0.35; H 0.33; Br -0.17; C -0.45; C -0.59; Br -0.10; H 0.22; H 0.36; H 0.34; H 0.38

Entry 2:
Computed, not measured: a molecular structure, C25H47Cl2NO3P2PdS, with the ωB97M-V functional and the def2-TZVPD basis.

Results
DFT total energy = -3390.2478 Eh
Multiplicity = 5
Maximum force = 3.00 eV/Å
E_LUMO (alpha / beta) = -0.665 / -4.088 eV
HOMO-LUMO gap (alpha / beta) = 5.1 / 4.3 eV
HOMO (alpha / beta) = -5.786 / -8.343 eV

Geometry (Å):
Pd (0.39491, -0.79557, 0.42661)
Cl (1.27553, -2.58762, -0.81295)
P (2.53909, 0.15541, 0.66348)
C (3.54167, 0.06469, -0.91194)
C (2.70808, 1.95600, 1.13388)
C (3.57335, -0.79899, 1.87287)
C (2.70908, 0.17604, -2.18827)
H (3.94106, -0.96066, -0.85759)
C (4.68178, 1.07751, -1.00942)
H (4.28479, 2.08962, -1.16586)
H (5.27464, 0.81999, -1.89756)
H (5.35218, 1.08652, -0.14564)
H (1.97434, -0.63322, -2.25559)
H (3.39153, 0.08735, -3.05190)
H (2.18679, 1.14058, -2.28553)
H (3.53016, -1.80391, 1.41680)
C (2.95456, -0.87725, 3.27737)
C (5.03879, -0.35965, 1.95751)
H (5.58254, -0.51362, 1.01980)
H (5.53691, -0.96950, 2.72447)
H (5.13895, 0.69192, 2.26630)
H (1.87274, -0.69649, 3.29223)
H (3.43885, -0.16931, 3.96389)
H (3.13595, -1.88581, 3.67609)
C (1.74894, 2.80219, 0.29585)
H (3.74158, 2.22637, 0.87620)
C (2.51458, 2.25590, 2.61477)
H (1.95275, 2.76179, -0.78357)
H (1.84294, 3.85179, 0.61692)
H (0.70870, 2.48347, 0.46425)
H (1.50680, 1.95073, 2.92832)
H (2.59817, 3.34510, 2.74687)
H (3.26008, 1.77751, 3.26142)
Cl (-0.35559, 0.59853, 2.17191)
H (-0.09196, -1.61480, 1.76385)
P (-1.54722, -2.31624, 0.44566)
C (-1.37029, -4.10116, 0.95784)
C (-3.12182, -1.76824, 1.28690)
C (-2.12875, -2.53350, -1.34670)
C (-0.36584, -4.25985, 2.10231)
H (-0.94351, -4.55819, 0.04862)
C (-2.65600, -4.85709, 1.33463)
H (-3.02680, -4.55433, 2.32375)
H (-2.39453, -5.92445, 1.40219)
H (-3.46828, -4.76588, 0.60604)
H (0.63739, -3.93184, 1.80769)
H (-0.31175, -5.32334, 2.37734)
H (-0.69069, -3.70171, 2.99351)
H (-1.25389, -3.05676, -1.76282)
C (-2.29134, -1.20460, -2.08923)
C (-3.37660, -3.38381, -1.56560)
H (-3.20633, -4.44013, -1.33229)
H (-3.65732, -3.32464, -2.62893)
H (-4.24566, -3.01648, -0.99658)
H (-1.56863, -0.44373, -1.76021)
H (-3.30107, -0.78044, -1.96473)
H (-2.13794, -1.36829, -3.17252)
C (-2.93480, -1.75116, 2.79662)
H (-3.86170, -2.53447, 1.01449)
C (-3.63971, -0.41627, 0.80391)
H (-2.63012, -2.72233, 3.20786)
H (-3.89793, -1.47717, 3.25678)
H (-2.18652, -0.99087, 3.06650)
H (-2.87091, 0.36990, 0.84962)
H (-4.46120, -0.10428, 1.46427)
H (-4.03546, -0.44143, -0.21661)
O (-2.26996, 2.33390, 0.01351)
C (-1.83187, 2.52712, -1.13088)
N (-1.16159, 1.60678, -1.88388)
S (-0.85710, 2.02017, -3.42829)
O (0.56170, 2.13037, -3.67836)
O (-1.66751, 1.31942, -4.38866)
C (-1.49991, 3.65600, -3.19571)
C (-1.45424, 4.67641, -4.14326)
C (-1.73507, 5.97585, -3.67865)
C (-2.19281, 6.17745, -2.36027)
C (-2.41617, 5.07787, -1.50948)
C (-1.94692, 3.81492, -1.89900)
H (-1.19458, 4.43039, -5.17673)
H (-1.62167, 6.80486, -4.37884)
H (-2.39690, 7.21223, -2.02643)
H (-2.85543, 5.18644, -0.51124)

Cartesian forces (eV/Å) of the 6 atoms listed first:
Pd -0.14 0.39 -0.46
Cl 0.56 -0.81 -0.22
P 1.09 1.25 -0.45
C 0.01 -0.12 0.23
C 0.26 -0.30 -0.12
C -0.14 -0.05 -0.31

Need the Mulliken charges? In units of e they are: Pd -1.05; Cl -0.51; P 0.49; C 0.89; C 0.45; C 0.77; C -1.27; H 0.56; C -1.81; H 0.29; H 0.49; H 0.35; H 0.13; H 0.49; H 0.04; H 0.54; C -1.50; C -1.62; H 0.33; H 0.48; H 0.27; H 0.27; H 0.40; H 0.41; C -1.38; H 0.73; C -1.54; H 0.22; H 0.55; H -0.06; H 0.18; H 0.51; H 0.25; Cl -0.56; H 0.04; P 0.81; C 0.90; C 0.33; C 1.12; C -1.37; H 0.50; C -1.66; H 0.29; H 0.49; H 0.31; H 0.12; H 0.52; H 0.26; H 0.47; C -1.08; C -1.69; H 0.32; H 0.50; H 0.28; H -0.46; H 0.20; H 0.61; C -1.42; H 0.59; C -1.35; H 0.27; H 0.51; H 0.11; H 0.04; H 0.54; H 0.16; O -0.50; C 0.40; N 0.30; S 1.22; O -0.59; O -0.64; C 0.30; C -0.68; C -0.42; C -0.51; C -0.53; C -0.09; H 0.45; H 0.39; H 0.37; H 0.47